--- a ---
One molecule with the formula C4H4O2. Source: the OMol25 dataset; level of theory: ωB97M-V/def2-TZVPD.

Properties
SMILES ... O=C=C/C=C/O
Orbital gap ... 8.86 eV
Lowest unoccupied orbital energy ... 0.7 eV
Highest occupied orbital energy ... -8.17 eV

ORCA input file:
```
! RIJCOSX wB97M-V def2-TZVPD def2/J DEFGRID3
* xyz 0 1
O -1.659 -1.963 -0.906
C -0.832 -1.505 -0.205
C -0.081 -1.121 0.821
C 0.436 0.199 0.659
C 0.486 0.687 -0.611
O 0.571 2.029 -0.875
H 0.066 -1.719 1.711
H 0.490 0.857 1.523
H 0.811 0.114 -1.471
H -0.288 2.422 -0.646
*
```

Löwdin population analysis, charges in e, atoms 1 to 6: number 1, O, carries 0.169; number 2, C, carries -0.180; number 3, C, carries -0.109; number 4, C, carries -0.101; number 5, C, carries -0.217; number 6, O, carries -0.023

=====

--- b ---
A 2-piece molecular cluster, C4H4O2 overall. Source: the OMol25 dataset; level of theory: ωB97M-V/def2-TZVPD.

Properties
SMILES ... C=C=C.O=C=O
Orbital gap ... 10.65 eV
Lowest unoccupied orbital energy ... 0.6 eV
Highest occupied orbital energy ... -10.01 eV

ORCA input file:
```
! RIJCOSX wB97M-V def2-TZVPD def2/J DEFGRID3
* xyz 0 1
C -1.637 -0.482 0.095
C -0.760 0.301 -0.470
C 0.118 1.099 -1.015
H -2.146 -1.262 -0.463
H -1.859 -0.387 1.154
H 1.175 0.857 -1.061
H -0.189 2.034 -1.468
O 2.749 0.224 0.858
C 1.899 -0.433 1.314
O 1.070 -1.103 1.782
*
```

Löwdin population analysis, charges in e, atoms 1 to 6: number 1, C, carries -0.009; number 2, C, carries -0.195; number 3, C, carries -0.003; number 4, H, carries 0.061; number 5, H, carries 0.063; number 6, H, carries 0.048

=====

--- c ---
One molecule with the formula C4H4O2. Source: the OMol25 dataset; level of theory: ωB97M-V/def2-TZVPD.

Properties
Orbital gap ... 10.65 eV
Lowest unoccupied orbital energy ... -0.1 eV
Highest occupied orbital energy ... -10.71 eV

ORCA input file:
```
! RIJCOSX wB97M-V def2-TZVPD def2/J DEFGRID3
* xyz 0 1
O 0.233 1.684 -0.891
C 1.167 1.080 -0.433
O 1.133 -0.196 -0.036
C -0.142 -0.826 -0.170
C -0.969 -0.982 1.803
C -1.225 -0.246 0.773
H 2.177 1.486 -0.281
H -0.545 -0.657 -1.168
H 0.059 -1.890 -0.038
H -1.886 0.547 0.441
*
```

Löwdin population analysis, charges in e, atoms 1 to 6: number 1, O, carries 0.072; number 2, C, carries -0.336; number 3, O, carries -0.023; number 4, C, carries -0.221; number 5, C, carries 0.202; number 6, C, carries -0.203

=====

Q: Which of them is the most stable? A: b.

=====

--- a ---
One molecule with the formula C4H4O2. Source: the OMol25 dataset; level of theory: ωB97M-V/def2-TZVPD.

Properties
SMILES ... O=C1OC12CC2
Orbital gap ... 11.04 eV
Lowest unoccupied orbital energy ... 0.9 eV
Highest occupied orbital energy ... -10.19 eV

ORCA input file:
```
! RIJCOSX wB97M-V def2-TZVPD def2/J DEFGRID3
* xyz 0 1
O -1.416 -2.409 -0.958
C -1.244 -1.288 -0.568
O -1.841 -0.178 -0.252
C -0.373 -0.160 -0.135
C 0.673 0.942 -0.438
C 0.603 0.289 0.927
H 0.445 2.016 -0.551
H 1.596 0.670 -0.984
H 1.308 -0.561 1.054
H 0.250 0.679 1.904
*
```

Löwdin population analysis, charges in e, atoms 1 to 6: number 1, O, carries 0.142; number 2, C, carries -0.410; number 3, O, carries 0.170; number 4, C, carries -0.218; number 5, C, carries -0.051; number 6, C, carries -0.088

=====

--- b ---
One molecule with the formula C4H4O2. Source: the OMol25 dataset; level of theory: ωB97M-V/def2-TZVPD.

Properties
SMILES ... C#CC(=O)CO
Orbital gap ... 10.37 eV
Lowest unoccupied orbital energy ... -0.2 eV
Highest occupied orbital energy ... -10.54 eV

ORCA input file:
```
! RIJCOSX wB97M-V def2-TZVPD def2/J DEFGRID3
* xyz 0 1
C -1.930 0.778 1.438
C -1.264 0.306 0.551
C -0.390 -0.055 -0.552
O -0.662 0.257 -1.694
C 0.936 -0.749 -0.265
O 1.923 -0.218 -1.105
H -2.521 1.223 2.209
H 1.237 -0.620 0.778
H 0.789 -1.829 -0.441
H 1.453 0.112 -1.887
*
```

Löwdin population analysis, charges in e, atoms 1 to 6: number 1, C, carries 0.161; number 2, C, carries -0.023; number 3, C, carries -0.387; number 4, O, carries 0.104; number 5, C, carries -0.201; number 6, O, carries -0.044

=====

--- c ---
One molecule with the formula C4H4O2. Source: the OMol25 dataset; level of theory: ωB97M-V/def2-TZVPD.

Properties
SMILES ... C#CC(=O)OC
Orbital gap ... 10.59 eV
Lowest unoccupied orbital energy ... 0.0 eV
Highest occupied orbital energy ... -10.56 eV

ORCA input file:
```
! RIJCOSX wB97M-V def2-TZVPD def2/J DEFGRID3
* xyz 0 1
C 2.852 -0.358 -0.387
C 1.592 -0.506 -0.162
C 0.320 -0.245 0.429
O 0.195 -0.265 1.606
O -0.710 -0.158 -0.610
C -1.901 0.470 -0.134
H 3.983 -0.521 -0.578
H -2.084 1.361 -0.767
H -1.567 0.543 0.935
H -2.681 -0.322 -0.333
*
```

Löwdin population analysis, charges in e, atoms 1 to 6: number 1, C, carries 0.155; number 2, C, carries -0.004; number 3, C, carries -0.489; number 4, O, carries 0.148; number 5, O, carries -0.112; number 6, C, carries -0.067

=====

Q: Which of them is the most stable? A: b.

=====

--- a ---
One molecule with the formula C4H4O2. Source: the OMol25 dataset; level of theory: ωB97M-V/def2-TZVPD.

Properties
SMILES ... C#COC(C)=O
Orbital gap ... 10.74 eV
Lowest unoccupied orbital energy ... 0.7 eV
Highest occupied orbital energy ... -10.02 eV

ORCA input file:
```
! RIJCOSX wB97M-V def2-TZVPD def2/J DEFGRID3
* xyz 0 1
C -3.125 -0.240 0.071
C -1.924 -0.109 -0.025
O -0.534 -0.072 -0.068
C 0.657 0.696 -0.120
C 1.816 -0.330 0.043
O 0.625 1.875 -0.076
H -4.110 -0.349 0.220
H 1.696 -1.434 0.105
H 2.570 0.005 0.755
H 2.329 -0.042 -0.904
*
```

Löwdin population analysis, charges in e, atoms 1 to 6: number 1, C, carries 0.124; number 2, C, carries -0.122; number 3, O, carries -0.005; number 4, C, carries -0.445; number 5, C, carries 0.026; number 6, O, carries 0.161

=====

--- b ---
One molecule with the formula C4H4O2. Source: the OMol25 dataset; level of theory: ωB97M-V/def2-TZVPD.

Properties
SMILES ... C=CC(=O)C=O
Orbital gap ... 8.83 eV
Lowest unoccupied orbital energy ... -1.0 eV
Highest occupied orbital energy ... -9.81 eV

ORCA input file:
```
! RIJCOSX wB97M-V def2-TZVPD def2/J DEFGRID3
* xyz 0 1
C 0.788 -0.919 1.749
C 0.403 0.054 0.938
C -0.167 -0.395 -0.337
O -0.656 -1.494 -0.724
C -0.424 0.885 -1.055
O 0.065 1.856 -0.695
H 1.250 -0.609 2.647
H 0.480 -1.998 1.501
H 0.394 1.028 1.362
H -1.002 0.934 -1.938
*
```

Löwdin population analysis, charges in e, atoms 1 to 6: number 1, C, carries 0.075; number 2, C, carries -0.109; number 3, C, carries -0.319; number 4, O, carries 0.071; number 5, C, carries -0.237; number 6, O, carries 0.125

=====

--- c ---
C4H4O2 as an isolated structure. Source: the OMol25 dataset; level of theory: ωB97M-V/def2-TZVPD.

Properties
Orbital gap ... 10.44 eV
Lowest unoccupied orbital energy ... 0.9 eV
Highest occupied orbital energy ... -9.56 eV

ORCA input file:
```
! RIJCOSX wB97M-V def2-TZVPD def2/J DEFGRID3
* xyz 0 1
O -1.252 -1.566 -0.696
C -0.752 -0.477 -0.498
C 0.381 0.167 -1.167
C 0.779 0.120 0.749
O 0.125 1.270 1.089
C -0.659 0.033 0.907
H 0.442 1.246 -1.192
H 0.624 -0.278 -2.157
H 1.662 -0.261 1.257
H -1.364 -0.252 1.673
*
```

Löwdin population analysis, charges in e, atoms 1 to 6: number 1, O, carries 0.074; number 2, C, carries -0.468; number 3, C, carries 0.096; number 4, C, carries -0.098; number 5, O, carries 0.020; number 6, C, carries -0.120

=====

--- d ---
One molecule with the formula C4H4O2. Source: the OMol25 dataset; level of theory: ωB97M-V/def2-TZVPD.

Properties
SMILES ... O=C1C[C@H]2O[C@@H]12
Orbital gap ... 10.62 eV
Lowest unoccupied orbital energy ... 1.0 eV
Highest occupied orbital energy ... -9.66 eV

ORCA input file:
```
! RIJCOSX wB97M-V def2-TZVPD def2/J DEFGRID3
* xyz 0 1
O -1.741 -1.480 -0.012
C -0.901 -0.651 -0.156
C 0.627 -0.755 -0.386
C 0.698 0.603 0.296
O 0.046 1.489 -0.601
C -0.789 0.793 0.319
H 1.020 -0.679 -1.398
H 1.041 -1.630 0.120
H 1.516 0.954 0.914
H -1.517 1.356 0.904
*
```

Löwdin population analysis, charges in e, atoms 1 to 6: number 1, O, carries 0.125; number 2, C, carries -0.335; number 3, C, carries -0.021; number 4, C, carries -0.206; number 5, O, carries 0.005; number 6, C, carries -0.115

=====

Q: Which of them is the most stable? A: d.

=====

--- a ---
A 2-piece molecular cluster, C4H4O2 overall. Source: the OMol25 dataset; level of theory: ωB97M-V/def2-TZVPD.

Properties
Orbital gap (spin up / spin down) ... 6.24 / 6.24 eV
Lowest unoccupied orbital energy (spin up / spin down) ... -3.1 / -3.1 eV
Highest occupied orbital energy (spin up / spin down) ... -9.32 / -9.31 eV

ORCA input file:
```
! RIJCOSX wB97M-V def2-TZVPD def2/J DEFGRID3
* xyz 0 1
C 0.622 0.018 0.331
C 1.125 -0.982 0.997
C -0.285 -0.680 -0.492
C -1.266 -0.406 -1.289
O 0.371 2.958 0.510
O 0.184 -1.859 0.213
H 1.903 -1.374 1.587
H 0.873 2.701 1.315
H -1.376 0.655 -1.631
H -2.150 -1.030 -1.541
*
```

Löwdin population analysis, charges in e, atoms 1 to 6: number 1, C, carries 0.150; number 2, C, carries 0.048; number 3, C, carries -0.341; number 4, C, carries 0.126; number 5, O, carries -0.228; number 6, O, carries 0.002

=====

--- b ---
One molecule with the formula C4H4O2. Source: the OMol25 dataset; level of theory: ωB97M-V/def2-TZVPD.

Properties
SMILES ... C#CCOC=O
Orbital gap ... 10.44 eV
Lowest unoccupied orbital energy ... 0.2 eV
Highest occupied orbital energy ... -10.23 eV

ORCA input file:
```
! RIJCOSX wB97M-V def2-TZVPD def2/J DEFGRID3
* xyz 0 1
C -1.415 0.348 1.783
C -0.361 -0.240 1.597
C -0.061 -0.716 0.217
O 1.197 -0.145 -0.146
C 1.235 0.515 -1.314
O 0.350 0.652 -2.122
H -2.328 0.878 1.691
H -0.850 -0.400 -0.510
H -0.031 -1.797 0.200
H 2.264 0.905 -1.395
*
```

Löwdin population analysis, charges in e, atoms 1 to 6: number 1, C, carries 0.143; number 2, C, carries -0.064; number 3, C, carries -0.223; number 4, O, carries -0.030; number 5, C, carries -0.336; number 6, O, carries 0.067

=====

--- c ---
One molecule with the formula C4H4O2. Source: the OMol25 dataset; level of theory: ωB97M-V/def2-TZVPD.

Properties
SMILES ... C=CC(=O)C=O
Orbital gap ... 8.78 eV
Lowest unoccupied orbital energy ... -1.0 eV
Highest occupied orbital energy ... -9.74 eV

ORCA input file:
```
! RIJCOSX wB97M-V def2-TZVPD def2/J DEFGRID3
* xyz 0 1
C -1.069 0.737 -1.881
C -0.257 0.678 -0.845
C -0.286 -0.463 0.098
O -0.915 -1.515 0.102
C 0.817 -0.149 1.267
O 1.755 0.628 1.313
H -1.177 1.577 -2.600
H -1.813 -0.025 -1.930
H 0.471 1.453 -0.802
H 0.568 -0.729 2.184
*
```

Löwdin population analysis, charges in e, atoms 1 to 6: number 1, C, carries 0.065; number 2, C, carries -0.109; number 3, C, carries -0.317; number 4, O, carries 0.092; number 5, C, carries -0.147; number 6, O, carries 0.053

=====

--- d ---
One molecule with the formula C4H4O2. Source: the OMol25 dataset; level of theory: ωB97M-V/def2-TZVPD.

Properties
SMILES ... O=C/C=C\C=O
Orbital gap ... 9.95 eV
Lowest unoccupied orbital energy ... -0.3 eV
Highest occupied orbital energy ... -10.23 eV

ORCA input file:
```
! RIJCOSX wB97M-V def2-TZVPD def2/J DEFGRID3
* xyz 0 1
O -1.337 2.170 -0.130
C -0.802 1.210 0.366
C -1.020 -0.215 -0.018
C 0.053 -1.012 -0.069
C 1.419 -0.411 -0.169
O 2.104 -0.699 -1.123
H -0.070 1.319 1.194
H -2.023 -0.559 -0.261
H 0.008 -2.073 -0.301
H 1.762 0.344 0.569
*
```

Löwdin population analysis, charges in e, atoms 1 to 6: number 1, O, carries 0.070; number 2, C, carries -0.277; number 3, C, carries -0.034; number 4, C, carries -0.042; number 5, C, carries -0.260; number 6, O, carries 0.065

=====

Q: Which of them is the most stable? A: d.